Record 1
Density functional theory data (ωB97M-V/def2-TZVPD) for C6H7F3N2 in the gas phase at a distorted geometry.

## Properties
Total charge: 0
HOMO (hartree): -0.305
SMILES: N/N=C/C=C\C=C/C(F)(F)F
Energy relative to the best compared isomer or geometry (same formula, charge and spin) (kJ/mol): 363.90
HOMO-LUMO gap (eV): 8.74

CARTESIAN COORDINATES (ANGSTROEM)
N 0.667 -2.210 -0.207
N 0.375 -0.981 0.096
C 1.225 -0.397 0.925
C 1.180 1.001 1.111
C 0.630 1.817 0.168
C 0.012 1.443 -1.069
C -0.794 0.323 -1.108
C -1.867 -0.010 -0.037
F -2.194 -1.372 0.150
F -1.603 0.400 1.177
F -3.098 0.536 -0.266
H -0.021 -2.919 -0.220
H 1.607 -2.748 -0.100
H 2.016 -0.999 1.350
H 1.670 1.439 2.039
H 0.795 2.911 0.211
H 0.340 1.973 -2.054
H -0.939 -0.207 -2.167

natural (NBO) atomic charge list, values in e, 8 entries:
1 N -0.618
2 N -0.191
3 C -0.018
4 C -0.263
5 C -0.194
6 C -0.304
7 C -0.185
8 C 0.958



Record 2
Density functional theory data (ωB97M-V/def2-TZVPD) for C5H8O in the gas phase.

## Properties
Total charge: 0
HOMO (hartree): -0.346
SMILES: O=C1CCCC1
Energy relative to the best compared isomer or geometry (same formula, charge and spin) (kJ/mol): 40.26
HOMO-LUMO gap (eV): 10.32

CARTESIAN COORDINATES (ANGSTROEM)
O -0.614 2.060 -1.186
C -0.305 1.241 -0.355
C -1.236 0.244 0.312
C -0.585 -1.048 -0.190
C 0.930 -0.781 0.009
C 1.101 0.808 0.028
H -1.104 0.313 1.400
H -2.278 0.410 0.045
H -0.857 -1.958 0.353
H -0.859 -1.205 -1.243
H 1.497 -1.406 -0.695
H 1.190 -1.142 1.008
H 1.272 1.106 1.074
H 1.847 1.358 -0.561

natural (NBO) atomic charge list, values in e, 8 entries:
1 O -0.529
2 C 0.609
3 C -0.516
4 C -0.394
5 C -0.397
6 C -0.529
7 H 0.214
8 H 0.232



Record 3
Density functional theory data (ωB97M-V/def2-TZVPD) for C27H34N6O5 in the gas phase at a distorted geometry.

## Properties
Total charge: 0
HOMO (hartree): -0.303
SMILES: COc1ccc([C@@H](C(=O)NC2CCCC2)N(C[C@@H]2CCCO2)C(=O)Cn2nnc(-c3ccc(C)o3)n2)cc1
Energy relative to the best compared isomer or geometry (same formula, charge and spin) (kJ/mol): 0.00
HOMO-LUMO gap (eV): 8.83

CARTESIAN COORDINATES (ANGSTROEM)
C 3.551 6.551 0.551
O 2.213 6.360 0.160
C 1.848 5.147 -0.337
C 0.507 5.016 -0.702
C 0.033 3.829 -1.216
C 0.875 2.733 -1.371
C 0.369 1.435 -1.961
C 1.222 0.222 -1.506
O 1.804 -0.468 -2.323
N 1.282 0.034 -0.188
C 1.985 -1.064 0.438
C 1.010 -1.929 1.251
C 1.052 -1.314 2.646
C 2.536 -1.014 2.838
C 3.009 -0.527 1.463
N -1.067 1.229 -1.724
C -1.917 1.217 -2.897
C -1.922 -0.109 -3.691
C -1.790 -1.392 -2.864
C -1.098 -2.329 -3.851
C -0.177 -1.364 -4.594
O -0.849 -0.107 -4.615
C -1.546 1.196 -0.469
O -0.880 1.437 0.523
C -3.015 0.767 -0.270
N -3.054 0.010 0.942
N -3.614 0.405 2.053
N -3.403 -0.503 2.933
C -2.685 -1.474 2.321
C -2.240 -2.661 2.980
C -2.364 -3.033 4.295
C -1.724 -4.285 4.404
C -1.257 -4.591 3.155
C -0.499 -5.765 2.649
O -1.570 -3.611 2.289
N -2.458 -1.159 1.048
C 2.210 2.873 -1.023
C 2.699 4.063 -0.511
H 4.238 6.432 -0.294
H 3.838 5.863 1.353
H 3.608 7.574 0.918
H -0.145 5.865 -0.573
H -1.008 3.759 -1.494
H 0.491 1.465 -3.051
H 0.748 0.648 0.418
H 2.459 -1.626 -0.370
H 0.010 -1.930 0.820
H 1.373 -2.956 1.286
H 0.658 -1.979 3.413
H 0.472 -0.389 2.664
H 3.060 -1.932 3.112
H 2.715 -0.276 3.619
H 3.012 0.563 1.423
H 4.016 -0.873 1.238
H -1.556 1.986 -3.587
H -2.935 1.483 -2.615
H -2.863 -0.128 -4.269
H -2.751 -1.771 -2.523
H -1.144 -1.224 -2.001
H -0.546 -3.125 -3.360
H -1.829 -2.766 -4.534
H 0.014 -1.661 -5.628
H 0.776 -1.248 -4.066
H -3.656 1.641 -0.132
H -3.374 0.134 -1.082
H -2.849 -2.470 5.065
H -1.622 -4.880 5.288
H -0.416 -6.514 3.431
H 0.500 -5.466 2.335
H -1.004 -6.198 1.787
H 2.890 2.046 -1.162
H 3.744 4.127 -0.252

natural (NBO) atomic charge list, values in e, 8 entries:
1 C -0.252
2 O -0.492
3 C 0.307
4 C -0.239
5 C -0.180
6 C -0.076
7 C -0.152
8 C 0.685



Record 4
Density functional theory data (ωB97M-V/def2-TZVPD) for a molecular structure, C9H14N3O4SbSe4V at a distorted geometry.

## Properties
Total charge: -1
⟨S²⟩: 2.081
HOMO (spin up / spin down) (hartree): -0.156 / -0.161
Energy relative to the best compared isomer or geometry (same formula, charge and spin) (kJ/mol): 171.14
Spin multiplicity: 3
HOMO-LUMO gap (spin up / spin down) (eV): 6.25 / 6.19

CARTESIAN COORDINATES (ANGSTROEM)
V -0.255 -0.326 -0.912
C -1.525 -1.036 2.319
O -0.625 -0.131 1.699
C -0.692 1.190 2.204
C -0.880 2.145 1.019
O -0.035 1.805 -0.059
C 1.305 2.241 0.009
C 2.272 1.156 0.503
O 2.029 -0.013 -0.239
C 2.804 -1.121 0.149
H -1.280 -1.151 3.382
H -1.412 -2.004 1.822
H -2.560 -0.695 2.211
H 0.242 1.415 2.741
H -1.528 1.309 2.902
H -0.715 3.188 1.320
H -1.900 2.040 0.627
H 1.384 3.127 0.649
H 1.584 2.518 -1.016
H 2.136 0.960 1.580
H 3.308 1.495 0.338
H 3.872 -0.894 0.054
H 2.554 -1.941 -0.528
H 2.586 -1.420 1.184
Se -2.480 -1.681 -4.961
Sb -2.191 0.282 -3.606
Se 0.319 0.692 -2.862
Se -2.518 -0.190 -1.006
Se -3.248 2.356 -4.195
O -0.007 -1.840 -1.321
N 0.393 -2.958 -1.792
C 0.066 -4.077 -1.114
C -0.648 -4.008 0.082
N -1.185 -3.833 1.093
C 0.536 -5.321 -1.531
N 0.921 -6.378 -1.783

natural (NBO) atomic charge list, values in e, 8 entries:
1 V 0.866
2 C -0.257
3 O -0.569
4 C -0.082
5 C -0.089
6 O -0.529
7 C -0.086
8 C -0.080



Record 5
Density functional theory data (ωB97M-V/def2-TZVPD) for a molecular structure, C29H28CuN2O4 at a distorted geometry.

## Properties
Total charge: +2
⟨S²⟩: 0.762
HOMO (spin up / spin down) (hartree): -0.511 / -0.511
Spin multiplicity: 2
HOMO-LUMO gap (spin up / spin down) (eV): 5.96 / 3.29

CARTESIAN COORDINATES (ANGSTROEM)
C 0.928 -1.746 2.114
C 0.666 -3.029 1.343
N -0.660 -2.948 0.632
C -0.610 -3.574 -0.678
C 0.004 -2.700 -1.829
C 0.641 -1.396 -1.466
C -0.028 -0.190 -1.533
C 0.594 1.021 -1.233
C -0.120 2.349 -1.313
C -1.138 2.487 -2.465
C -2.009 3.697 -2.187
O -2.049 4.613 -2.957
N -2.752 3.755 -1.000
C -3.551 2.556 -0.782
C -3.271 1.704 0.273
C -4.034 0.573 0.435
C -5.064 0.295 -0.450
C -5.359 1.162 -1.498
C -4.602 2.295 -1.655
C 1.922 0.989 -0.843
C 2.590 -0.201 -0.762
C 1.963 -1.378 -1.086
C 4.004 -0.176 -0.304
O 4.848 -0.905 -0.748
C 4.276 0.838 0.739
C 5.173 0.619 1.804
C 5.339 1.586 2.735
C 4.669 2.751 2.657
C 3.795 2.990 1.572
C 3.618 2.025 0.649
C 2.712 2.209 -0.505
O 2.658 3.238 -1.133
C -1.572 -3.759 1.438
C -2.225 -3.107 2.612
O -1.754 -4.912 1.193
H 0.970 -0.909 1.428
H 0.090 -1.578 2.779
H 1.820 -1.823 2.723
H 0.627 -3.846 2.060
H 1.450 -3.257 0.627
H 0.013 -4.507 -0.597
H -1.589 -3.897 -0.989
H -0.748 -2.526 -2.588
H 0.768 -3.328 -2.297
H -1.063 -0.198 -1.842
H 0.576 3.169 -1.416
H -0.625 2.499 -0.361
H -1.768 1.624 -2.629
H -0.579 2.742 -3.356
H -3.360 4.576 -1.023
H -2.480 1.924 0.969
H -3.847 -0.114 1.235
H -5.660 -0.596 -0.348
H -6.164 0.950 -2.179
H -4.848 2.963 -2.467
H 2.541 -2.295 -1.034
H 5.717 -0.307 1.867
H 6.011 1.406 3.553
H 4.784 3.515 3.404
H 3.255 3.912 1.463
H -3.203 -3.542 2.748
H -2.266 -2.032 2.516
H -1.644 -3.385 3.486
Cu 1.624 -4.870 -1.503

natural (NBO) atomic charge list, values in e, 8 entries:
1 C -0.612
2 C -0.214
3 N -0.499
4 C -0.162
5 C -0.385
6 C -0.032
7 C -0.194
8 C 0.022



Record 6
Density functional theory data (ωB97M-V/def2-TZVPD) for C4H10O in the gas phase.

## Properties
Total charge: 0
HOMO (hartree): -0.379
SMILES: CC(C)CO
Energy relative to the best compared isomer or geometry (same formula, charge and spin) (kJ/mol): 34.58
HOMO-LUMO gap (eV): 11.32

CARTESIAN COORDINATES (ANGSTROEM)
C 1.166 -0.905 -0.684
C -0.151 -0.337 -0.155
C -0.710 0.688 -1.160
C 0.058 0.272 1.225
O -1.187 0.722 1.724
H 0.986 -1.464 -1.608
H 1.675 -1.559 0.031
H 1.871 -0.098 -0.917
H -0.879 -1.150 -0.022
H -0.624 1.706 -0.767
H -0.150 0.654 -2.101
H -1.757 0.504 -1.411
H 0.776 1.105 1.139
H 0.503 -0.479 1.899
H -1.026 1.192 2.550

natural (NBO) atomic charge list, values in e, 8 entries:
1 C -0.602
2 C -0.245
3 C -0.609
4 C -0.048
5 O -0.723
6 H 0.213
7 H 0.206
8 H 0.201



Record 7
Density functional theory data (ωB97M-V/def2-TZVPD) for C3H9NO3S in the gas phase at a distorted geometry.

## Properties
Total charge: 0
HOMO (hartree): -0.341
SMILES: CCS(=O)(=O)N(C)O
Energy relative to the best compared isomer or geometry (same formula, charge and spin) (kJ/mol): 465.69
HOMO-LUMO gap (eV): 9.93

CARTESIAN COORDINATES (ANGSTROEM)
C 0.329 1.498 1.951
C -0.156 1.367 0.503
S 0.645 -0.136 -0.128
O 2.001 0.058 -0.671
O 0.492 -1.173 0.791
N -0.629 -0.711 -1.607
C 0.079 -1.810 -2.129
O -1.762 -0.787 -0.865
H -0.160 0.714 2.595
H 1.495 1.407 1.942
H 0.120 2.554 2.301
H 0.297 2.190 -0.105
H -1.231 1.241 0.285
H 1.076 -1.663 -1.938
H -0.379 -2.756 -1.730
H 0.003 -1.888 -3.242
H -1.818 -1.452 -0.085

natural (NBO) atomic charge list, values in e, 8 entries:
1 C -0.636
2 C -0.642
3 S 2.113
4 O -0.916
5 O -0.960
6 N -0.227
7 C -0.466
8 O -0.571



Record 8
Density functional theory data (ωB97M-V/def2-TZVPD) for C17H17N3O6S in the gas phase at a distorted geometry.

## Properties
Total charge: 0
HOMO (hartree): -0.340
SMILES: O=C(c1cccc(NS(=O)(=O)c2cccc([N+](=O)[O-])c2)c1)N1CCOCC1
Energy relative to the best compared isomer or geometry (same formula, charge and spin) (kJ/mol): 333.85
HOMO-LUMO gap (eV): 8.15

CARTESIAN COORDINATES (ANGSTROEM)
O -3.495 -2.299 0.096
C -2.574 -1.518 0.240
C -1.177 -1.905 -0.134
C -0.607 -3.042 0.428
C 0.632 -3.478 -0.007
C 1.307 -2.794 -1.004
C 0.732 -1.665 -1.579
N 1.384 -0.962 -2.599
S 1.491 0.699 -2.547
O 0.194 1.292 -2.637
O 2.495 1.057 -3.497
C 2.110 1.021 -0.882
C 1.573 2.072 -0.160
C 2.032 2.339 1.122
C 3.022 1.548 1.679
C 3.549 0.498 0.937
N 4.580 -0.342 1.515
O 5.007 -0.032 2.603
O 4.937 -1.301 0.871
C 3.106 0.229 -0.351
C -0.510 -1.221 -1.142
N -2.762 -0.267 0.722
C -1.750 0.709 1.048
C -2.026 2.003 0.267
O -3.329 2.475 0.512
C -4.300 1.513 0.159
C -4.105 0.223 0.959
H -1.146 -3.583 1.190
H 1.077 -4.360 0.427
H 2.268 -3.145 -1.349
H 2.221 -1.388 -2.965
H 0.800 2.665 -0.623
H 1.619 3.162 1.685
H 3.396 1.727 2.675
H 3.549 -0.580 -0.911
H -0.951 -0.362 -1.619
H -0.755 0.328 0.820
H -1.813 0.927 2.123
H -1.355 2.797 0.599
H -1.877 1.825 -0.808
H -5.268 1.964 0.380
H -4.235 1.291 -0.916
H -4.809 -0.548 0.644
H -4.236 0.428 2.028

natural (NBO) atomic charge list, values in e, 8 entries:
1 O -0.611
2 C 0.664
3 C -0.108
4 C -0.187
5 C -0.186
6 C -0.237
7 C 0.120
8 N -0.849



What is the total charge in the seventh record?
0